[1]
Here is a cluster of 9 separate species, C22H48Br10N4O4 in total at a distorted geometry from the Open Molecules 2025 dataset. Energies are from wB97M-V/def2-TZVPD.

Summary:
* SMILES string: CN(C)C=O.CN(C)C=O.CN(C)C=O.CN(C)C=O.BrCCBr.BrCCBr.BrCCBr.BrCCBr.BrCCBr
* lowest unoccupied orbital energy: 0.1346 eV
* E_HOMO: -0.3475 Ha

Structure (ORCA input):
```
! RIJCOSX wB97M-V def2-TZVPD def2/J DEFGRID3
* xyz 0 1
C -0.847 -5.540 -2.306
N 0.461 -5.110 -2.717
C 1.321 -6.086 -3.483
C 0.856 -3.823 -2.598
O 0.267 -2.845 -2.122
H -1.332 -4.735 -1.753
H -0.630 -6.359 -1.620
H -1.524 -5.819 -3.113
H 1.395 -7.016 -2.920
H 0.986 -6.306 -4.497
H 2.330 -5.694 -3.610
H 1.858 -3.718 -3.043
C 0.106 1.432 -4.354
N 1.518 1.243 -4.164
C 1.963 -0.060 -4.688
C 2.204 2.160 -3.387
O 3.424 2.034 -3.028
H -0.467 0.666 -3.832
H -0.174 1.195 -5.380
H -0.276 2.391 -4.004
H 3.048 -0.167 -4.664
H 1.492 -0.847 -4.099
H 1.740 -0.228 -5.742
H 1.593 3.016 -3.061
C -3.429 2.139 -0.347
N -3.009 3.148 -1.337
C -3.984 4.063 -1.907
C -1.688 3.318 -1.621
O -1.220 4.086 -2.499
H -2.675 1.415 -0.038
H -4.190 1.470 -0.748
H -3.661 2.658 0.583
H -4.592 4.455 -1.092
H -3.371 4.794 -2.433
H -4.648 3.501 -2.564
H -0.988 2.793 -0.953
C 1.289 0.298 -0.577
N 0.374 0.098 0.567
C 1.035 0.374 1.864
C -0.719 -0.631 0.416
O -1.440 -0.990 1.290
H 0.818 0.295 -1.560
H 2.006 -0.516 -0.471
H 1.743 1.282 -0.456
H 1.490 1.361 1.783
H 0.374 0.362 2.731
H 1.800 -0.393 1.982
H -1.022 -0.836 -0.623
Br 2.419 -4.144 4.942
C 1.246 -2.599 4.319
C 0.155 -2.141 5.345
Br -1.267 -3.435 5.860
H 0.911 -2.938 3.339
H 1.855 -1.723 4.095
H -0.378 -1.318 4.869
H 0.592 -1.738 6.258
Br 1.607 4.333 -0.216
C 3.553 3.972 -0.003
C 4.289 5.134 0.592
Br 4.372 6.564 -0.735
H 3.947 3.742 -0.993
H 3.818 3.086 0.573
H 5.290 4.830 0.895
H 3.970 5.574 1.537
Br -5.371 3.523 3.210
C -4.225 1.937 3.662
C -2.857 2.395 4.066
Br -1.770 0.849 4.691
H -4.365 1.195 2.876
H -4.787 1.595 4.532
H -2.808 3.084 4.909
H -2.297 2.696 3.181
Br -5.260 -1.551 1.720
C -4.473 -2.183 3.418
C -5.208 -1.378 4.505
Br -4.657 -2.100 6.306
H -3.420 -1.912 3.345
H -4.468 -3.256 3.609
H -6.259 -1.566 4.288
H -4.907 -0.331 4.499
Br 5.130 -2.257 -3.348
C 4.334 -1.612 -1.673
C 5.143 -0.440 -1.076
Br 6.806 -1.127 -0.117
H 4.070 -2.441 -1.016
H 3.421 -1.099 -1.974
H 4.644 0.180 -0.331
H 5.600 0.273 -1.762
*
```

Mulliken atomic charge list, values in e, 5 entries: -0.96, 0.12, -0.81, 0.47, -0.67



[2]
Here is a structure of composition C22H49DyN2OP3S at a distorted geometry from the Open Molecules 2025 dataset. Energies are from wB97M-V/def2-TZVPD.

Summary:
* <S²>: 9.346
* lowest unoccupied orbital energy (alpha / beta): -10.8164 / -10.7582 eV
* E_HOMO (alpha / beta): -0.5937 / -0.5948 Ha

Structure (ORCA input):
```
! RIJCOSX wB97M-V def2-TZVPD def2/J DEFGRID3
* xyz 3 6
Dy -0.462 0.503 -0.110
P -1.957 2.312 1.200
P -1.091 -1.424 1.842
P 0.828 1.562 -2.390
H -0.918 -4.413 -1.822
C -0.180 -3.896 -2.469
C 1.094 -3.774 -2.051
H 1.458 -4.381 -1.231
C -3.753 2.140 1.432
C -1.377 2.537 2.967
C -1.646 3.947 0.410
C -0.565 -3.138 1.486
C -0.401 -1.223 3.531
C -2.873 -1.637 2.221
C 1.697 0.314 -3.401
C 2.074 2.866 -2.098
C -0.230 2.411 -3.610
H -0.583 -3.261 -3.270
H 1.804 -3.072 -2.528
H -4.187 3.133 1.636
H -3.963 1.461 2.280
H -4.215 1.716 0.534
H -1.561 3.563 3.362
H -0.295 2.345 3.041
H -1.898 1.818 3.622
H -2.052 4.814 0.972
H -2.062 3.966 -0.608
H -0.555 4.091 0.327
H -1.240 -3.824 2.017
H 0.467 -3.321 1.815
H -0.614 -3.341 0.405
H -0.866 -1.936 4.226
H -0.585 -0.202 3.890
H 0.684 -1.391 3.522
H -3.004 -2.364 3.038
H -3.411 -1.997 1.330
H -3.311 -0.672 2.513
H 1.667 0.638 -4.451
H 1.160 -0.646 -3.297
H 2.741 0.166 -3.082
H 2.515 3.197 -3.049
H 2.852 2.482 -1.424
H 1.577 3.721 -1.608
H 0.262 2.488 -4.594
H -0.438 3.413 -3.205
H -1.182 1.867 -3.714
C -3.051 0.227 -2.037
C -4.363 0.628 -1.815
C -5.188 0.948 -2.885
C -4.800 0.694 -4.231
C -3.569 0.043 -4.415
C -2.723 -0.185 -3.339
O -2.120 0.187 -1.092
H -1.961 1.560 0.046
H -4.784 0.652 -0.817
H -6.123 1.467 -2.716
H -5.420 0.987 -5.140
H -3.250 -0.243 -5.408
H -1.804 -0.741 -3.433
C 3.166 -3.001 1.332
C 4.005 -1.944 0.639
N 3.529 -0.499 0.540
C 2.757 0.070 1.510
S 1.700 1.384 1.168
N 3.010 -0.307 2.787
C 4.382 -0.652 3.263
C 5.477 0.283 2.789
H 2.793 -2.723 2.326
H 3.827 -3.873 1.473
H 2.340 -3.349 0.700
H 5.006 -1.895 1.103
H 4.127 -2.253 -0.407
H 3.088 -0.303 -0.422
H 2.331 0.025 3.485
H 4.338 -0.629 4.361
H 4.586 -1.689 2.970
H 5.183 1.326 2.987
H 6.400 0.082 3.353
H 5.701 0.164 1.716
*
```

Mulliken atomic charge list, values in e, 5 entries: -0.36, 1.39, 0.85, 0.92, 0.34



[3]
Here is a structure of composition C22H49DyN2P3SSe at a distorted geometry from the Open Molecules 2025 dataset. Energies are from wB97M-V/def2-TZVPD.

Summary:
* <S²>: 9.363
* lowest unoccupied orbital energy (alpha / beta): -9.8677 / -12.1808 eV
* E_HOMO (alpha / beta): -0.6052 / -0.6041 Ha

Structure (ORCA input):
```
! RIJCOSX wB97M-V def2-TZVPD def2/J DEFGRID3
* xyz 3 6
Dy -0.254 -1.065 -0.417
P 0.112 1.482 1.151
P -2.699 0.314 -0.312
P 2.453 -0.371 -0.462
H -1.408 -3.757 -6.216
C -0.755 -4.398 -5.611
C -0.592 -4.366 -4.263
H -1.178 -3.735 -3.582
C 0.253 3.094 0.282
C -1.144 2.086 2.327
C 1.566 1.777 2.225
C -3.160 -0.656 -1.809
C -4.204 0.124 0.709
C -2.985 2.015 -0.948
C 2.667 -1.409 -1.970
C 3.787 -1.018 0.599
C 3.168 1.206 -1.055
H -0.284 -5.175 -6.274
H 0.126 -5.057 -3.808
H 0.408 3.854 1.061
H -0.656 3.304 -0.292
H 1.105 3.064 -0.406
H -0.824 3.090 2.627
H -1.180 1.420 3.196
H -2.144 2.138 1.883
H 1.388 2.750 2.703
H 2.502 1.829 1.658
H 1.634 0.976 2.973
H -4.255 -0.660 -1.833
H -2.797 -1.696 -1.779
H -2.764 -0.169 -2.706
H -5.062 0.479 0.116
H -4.124 0.715 1.633
H -4.342 -0.936 0.969
H -4.061 2.180 -1.096
H -2.455 2.148 -1.903
H -2.609 2.751 -0.231
H 3.751 -1.420 -2.142
H 2.139 -0.968 -2.827
H 2.300 -2.433 -1.807
H 4.547 -1.507 -0.031
H 3.365 -1.762 1.293
H 4.250 -0.199 1.168
H 4.149 0.990 -1.499
H 3.287 1.905 -0.219
H 2.515 1.660 -1.815
C 0.134 0.706 -4.284
C -0.515 -0.475 -4.711
C -0.299 -0.934 -5.986
C 0.485 -0.216 -6.895
C 1.095 0.986 -6.509
C 0.930 1.450 -5.202
Se -0.062 1.158 -2.506
H -0.115 -1.602 -2.243
H -1.128 -1.077 -4.037
H -0.736 -1.884 -6.274
H 0.604 -0.639 -7.890
H 1.702 1.536 -7.232
H 1.410 2.357 -4.841
C 1.629 -1.681 6.357
C 1.637 -0.601 5.285
N 1.302 -1.088 3.908
C 0.068 -1.277 3.385
S -0.206 -2.290 2.004
N -1.033 -0.617 3.876
C -1.418 -0.571 5.319
C -1.540 0.864 5.765
H 0.716 -2.273 6.318
H 1.678 -1.210 7.337
H 2.478 -2.354 6.248
H 0.920 0.197 5.533
H 2.635 -0.139 5.219
H 2.028 -1.634 3.437
H -1.853 -0.895 3.322
H -2.381 -1.091 5.411
H -0.690 -1.123 5.914
H -2.374 1.374 5.267
H -1.717 0.883 6.845
H -0.643 1.465 5.560
*
```

Mulliken atomic charge list, values in e, 5 entries: -0.17, 0.84, 1.06, 1.29, 0.41



Relative energy (zero: lowest compared OMol25 entry of this formula, charge and spin) / kcal per mole: 77.4 0.0 135.8